The following is a quantum chemistry calculation of a cluster of 8 separate species, C32H88N8O8 in total in a non-equilibrium geometry, from OMol25.

Values from the calculation:
Gap between HOMO and LUMO   9.44 eV
HOMO   -9.00 eV
Energy relative to the best compared isomer or geometry (same formula, charge and spin)   144.9 kcal per mole
SMILES   COC[C@H](C)N.COC[C@H](C)N.COC[C@H](C)N.COC[C@H](C)N.COC[C@H](C)N.COC[C@H](C)N.COC[C@H](C)N.COC[C@H](C)N
Molar mass   713.10 g/mol

Geometry as XYZ:
```
136
Properties=species:S:1:pos:R:3:forces:R:3
C 6.5815 1.1303 4.7450 0.4 0.9 0.8
O 6.5041 1.7617 3.4733 -1.3 -1.1 0.9
C 6.4059 0.7639 2.4837 -0.3 0.9 -2.6
C 5.6526 1.3286 1.2627 -1.2 -0.9 -1.9
C 5.6552 0.4831 -0.0636 -0.2 0.2 0.6
N 6.0367 2.6669 0.9755 0.3 0.9 0.4
H 6.3650 1.8631 5.5223 0.4 0.4 -0.2
H 7.5975 0.7519 4.8576 0.0 -0.3 0.3
H 5.8478 0.3653 4.9992 -0.1 -0.4 -0.9
H 7.4003 0.6849 2.0443 0.4 -1.2 0.4
H 5.8350 -0.1300 2.7347 0.7 -0.3 0.6
H 4.5744 1.3663 1.4180 -0.2 0.1 0.9
H 5.2850 1.0586 -0.9120 -0.1 0.7 0.3
H 4.8783 -0.2753 0.0325 0.6 -0.6 0.0
H 6.6101 0.1194 -0.4430 0.1 -0.4 0.5
H 6.2165 2.9940 1.9140 0.2 1.2 -0.1
H 6.9134 2.7076 0.4756 0.3 0.0 -0.1
C -0.4793 -0.6302 1.3020 0.8 0.5 0.7
O 0.9187 -0.3594 1.5432 -1.0 0.3 0.0
C 1.8153 -0.7244 0.5263 1.3 -1.8 0.5
C 1.5042 -0.3243 -0.8706 1.6 -0.9 -1.8
C 2.5147 -0.8801 -1.9741 -1.6 0.1 0.8
N 1.5504 1.0884 -1.0354 -1.6 1.2 0.1
H -0.8937 0.0878 0.5943 -0.1 -0.4 -0.5
H -1.0201 -0.4094 2.2222 0.3 -0.1 0.2
H -0.6562 -1.6840 1.0866 0.0 0.0 -0.5
H 2.8108 -0.4020 0.8314 -0.1 0.8 0.1
H 2.0180 -1.7954 0.5230 -0.7 -0.7 0.1
H 0.4931 -0.6760 -1.0759 -0.1 0.0 -0.3
H 2.4530 -1.9500 -2.1728 0.5 -0.2 0.7
H 3.4891 -0.4795 -1.6944 0.2 -0.5 -0.4
H 2.1903 -0.4918 -2.9396 0.1 0.6 0.1
H 0.9010 1.3822 -0.3198 -0.1 1.0 0.0
H 2.4336 1.5266 -0.8163 0.4 -0.3 0.1
C 7.4302 -0.7977 -4.7742 -0.8 0.6 -1.0
O 6.0144 -0.8226 -5.1840 1.3 -1.0 1.6
C 5.4670 -2.1289 -4.9494 -1.4 -0.4 0.4
C 4.0509 -2.1843 -5.5348 1.2 -1.9 0.2
C 3.3399 -3.5421 -5.3819 0.3 0.2 1.2
N 4.1379 -2.0484 -6.9697 -0.7 2.2 -0.3
H 7.8203 0.2194 -4.8117 -0.4 0.2 -0.8
H 7.9270 -1.4277 -5.5120 0.5 0.0 0.4
H 7.7016 -1.0246 -3.7433 -0.8 -0.9 0.2
H 6.0722 -2.9784 -5.2660 0.4 0.3 -0.8
H 5.2617 -2.4028 -3.9145 0.5 0.8 0.8
H 3.4950 -1.4282 -4.9803 -0.2 0.4 -0.3
H 3.5849 -4.0068 -4.4268 0.0 -0.1 0.2
H 3.6037 -4.2387 -6.1777 0.0 0.2 0.0
H 2.2626 -3.3773 -5.3625 0.0 -0.1 -0.3
H 3.2536 -1.5824 -7.1150 -0.9 -0.5 -1.2
H 4.6800 -1.2061 -7.0991 1.0 0.2 -0.4
C -2.1463 2.5668 3.3696 -1.4 -1.1 -0.3
O -3.4931 2.8861 3.0077 -0.4 1.0 0.1
C -3.6576 3.9896 2.0899 0.9 -0.2 0.7
C -4.8045 4.8650 2.4679 -2.7 -1.3 0.8
C -6.1078 4.0411 2.6520 -0.1 0.0 2.8
N -5.2112 5.8029 1.4465 1.4 0.4 -0.9
H -1.5869 3.4415 3.7011 0.3 -0.1 -0.5
H -1.7926 1.9012 2.5822 1.1 0.8 -0.5
H -2.1950 1.8342 4.1752 -0.3 0.4 0.6
H -2.8279 4.6868 2.2065 0.7 -0.4 -0.6
H -3.8061 3.6220 1.0746 0.4 0.0 -0.2
H -4.5655 5.3808 3.3979 -0.1 0.0 0.1
H -6.0233 3.4896 3.5884 0.1 -0.9 -0.3
H -6.5294 3.4464 1.8417 0.8 -0.2 -0.2
H -6.9256 4.6989 2.9462 0.0 0.6 -0.3
H -5.8310 5.1789 0.9498 -0.4 1.0 -0.9
H -5.7578 6.5200 1.9016 -0.2 0.1 -0.2
C -4.3427 -1.8304 -0.7317 -0.3 1.5 -0.3
O -3.8369 -0.6555 -1.3745 -0.2 0.0 0.5
C -2.6292 -0.9517 -2.0179 0.9 -0.4 -0.1
C -2.0415 0.2851 -2.6627 -1.0 0.2 -1.3
C -3.1090 0.8212 -3.6114 -1.1 0.6 0.4
N -0.7850 0.0630 -3.3918 -0.4 -1.0 0.9
H -3.5825 -2.1510 -0.0194 -0.1 -0.8 -0.2
H -4.6957 -2.4898 -1.5246 0.5 -0.8 0.3
H -5.2331 -1.5420 -0.1729 0.1 0.2 0.1
H -1.8553 -1.2308 -1.3027 0.0 -0.7 0.5
H -2.7802 -1.7764 -2.7145 0.1 -0.1 -0.3
H -1.8198 0.8909 -1.7840 -0.4 1.0 -0.2
H -2.9110 1.7968 -4.0552 0.2 0.0 0.1
H -4.0719 0.8709 -3.1028 0.1 0.6 0.5
H -3.4539 0.1423 -4.3913 1.0 -0.4 -0.4
H -0.0718 0.2101 -2.6919 0.6 0.3 -0.6
H -0.6649 0.6974 -4.1684 0.0 0.2 0.2
C -1.3272 -5.8616 0.2087 0.0 -0.2 -1.7
O -1.9714 -5.3558 -0.9976 -0.1 -0.4 0.7
C -1.2127 -4.6770 -2.0187 0.8 -0.8 1.9
C -0.2194 -5.6009 -2.7806 0.3 1.1 -2.3
C 1.2510 -5.0702 -2.8587 -0.8 -0.7 0.9
N -0.5587 -5.6611 -4.2561 -0.4 -0.8 1.1
H -0.6134 -5.1979 0.6965 -0.4 0.7 0.0
H -0.7190 -6.7337 -0.0311 0.0 -0.3 -0.1
H -2.1378 -6.2009 0.8537 0.1 0.3 0.1
H -1.9820 -4.2249 -2.6448 0.3 0.0 -0.1
H -0.6485 -3.9289 -1.4619 0.2 0.6 -0.4
H -0.3317 -6.6005 -2.3607 0.3 0.0 -0.1
H 1.9552 -5.7550 -3.3313 -0.4 -0.4 0.0
H 1.6164 -4.8927 -1.8472 0.2 0.5 -0.1
H 1.2572 -4.1977 -3.5120 0.0 0.3 0.5
H -1.5219 -5.9575 -4.3227 -0.3 -0.2 -0.3
H -0.5398 -4.7267 -4.6391 0.1 0.3 0.0
C -0.2126 4.1531 -0.1769 -1.5 0.2 1.0
O -1.3726 4.0276 -1.0117 1.1 -0.3 -1.2
C -2.1303 5.2528 -1.1232 1.0 -1.9 0.6
C -3.3955 5.0806 -1.9357 0.5 0.4 -1.1
C -3.2326 5.0645 -3.4985 0.9 0.4 1.3
N -4.1379 6.3047 -1.6384 -0.3 -0.4 -0.7
H -0.6654 4.2568 0.8092 0.4 0.2 0.6
H 0.4282 5.0239 -0.3157 -0.1 0.2 -0.6
H 0.4194 3.2677 -0.1080 -0.4 -0.1 -0.7
H -2.4095 5.4190 -0.0827 -0.3 0.9 0.1
H -1.4762 6.0286 -1.5211 -0.2 0.3 0.0
H -3.9696 4.1984 -1.6526 0.3 -0.4 0.3
H -2.5119 4.3232 -3.8438 -0.3 -0.3 0.0
H -2.7996 6.0361 -3.7363 -0.1 0.1 -0.2
H -4.1964 4.9973 -4.0032 0.0 -0.3 0.0
H -4.9739 6.0997 -2.1667 -0.7 0.9 0.2
H -4.3592 6.3429 -0.6537 -0.3 0.0 0.3
C -1.3119 -2.2809 4.6619 0.4 0.5 3.0
O -1.0535 -2.5804 6.1194 -0.2 -0.7 -1.1
C -2.2103 -2.8974 6.9136 1.0 1.7 -0.8
C -3.0109 -1.6059 7.3812 0.2 -1.9 0.9
C -2.5474 -0.9248 8.6862 0.0 -0.3 -0.1
N -4.3239 -2.1538 7.6836 -1.2 0.0 0.1
H -1.6705 -1.2528 4.7123 -0.3 0.0 -0.7
H -2.0248 -2.9646 4.2009 0.1 -0.1 0.1
H -0.3229 -2.2707 4.2037 -0.2 -0.3 -0.1
H -2.8052 -3.6514 6.3981 -0.6 0.5 -0.6
H -1.9320 -3.4841 7.7891 0.6 0.4 0.3
H -3.1313 -0.8175 6.6382 0.3 -0.3 -0.4
H -3.4156 -0.3719 9.0448 0.2 0.6 -0.2
H -1.6452 -0.3178 8.6113 -0.2 0.2 -0.2
H -2.3694 -1.5980 9.5248 0.2 -0.6 -0.3
H -4.3614 -2.5774 8.5997 0.2 0.2 0.3
H -4.5236 -2.9267 7.0649 -0.3 0.1 -0.3
```
Positions in Å, forces in eV/Å.